The following is a quantum chemistry calculation of an isolated molecule of C17H17N3O2, from the Open Molecules 2025 dataset.

Cartesian coordinates (Å):
C -4.5438 -2.6726 -1.4138
C -3.7316 -1.5752 -0.8065
N -4.1995 -0.3589 -0.8832
C -3.5130 0.6549 -0.3209
C -4.0652 1.9507 -0.3892
C -3.4240 3.0076 0.1939
C -2.2155 2.8140 0.8798
C -1.6477 1.5712 0.9543
C -2.2666 0.4643 0.3391
C -1.7490 -0.8592 0.3583
C -2.4951 -1.8711 -0.1877
H -2.1316 -2.8871 -0.1602
C -0.4180 -1.1965 0.9607
O -0.2557 -2.0529 1.7920
N 0.5938 -0.4437 0.4155
N 1.8737 -0.6134 0.8059
C 2.8172 0.0864 0.3318
C 4.1911 -0.2026 0.8471
C 5.1922 -0.3653 -0.2797
O 6.0428 -1.2147 -0.2749
C 5.0364 0.6341 -1.4041
C 4.0545 1.7499 -1.0716
C 2.6910 1.1627 -0.7201
H 2.2388 0.7297 -1.6203
H 2.0217 1.9538 -0.3648
H 4.4328 2.3371 -0.2325
H 3.9561 2.4230 -1.9256
H 4.6927 0.0778 -2.2817
H 6.0221 1.0330 -1.6521
H 4.5369 0.6407 1.4544
H 4.1742 -1.0933 1.4746
H 0.3572 0.2379 -0.3038
H -0.7338 1.4247 1.5124
H -1.7372 3.6556 1.3589
H -3.8506 3.9985 0.1448
H -5.0073 2.0685 -0.9008
H -5.4464 -2.2595 -1.8536
H -4.8137 -3.4010 -0.6510
H -3.9688 -3.1876 -2.1815

Computed properties:
molar mass = 295.3 g mol⁻¹
energy relative to the best compared isomer or geometry (same formula, charge and spin) = 140.3 kJ/mol
electronic energy = -972.76046 Ha
largest force on an atom = 1.07 eV Å⁻¹
SMILES = Cc1cc(C(=O)N/N=C2\CCCC(=O)C2)c2ccccc2n1

---

The following is a quantum chemistry calculation of an isolated molecule of C5H6O2, from the Open Molecules 2025 dataset.

Cartesian coordinates (Å):
O 2.4147 1.5153 -0.3524
C 2.3439 0.1790 0.0998
C 0.9495 -0.2568 0.2846
C -0.2246 -0.4963 0.4206
C -1.6752 -0.7015 0.4592
C -2.3003 -0.1091 -0.7980
O -3.2120 0.6767 -0.7863
H 1.8561 2.0447 0.2311
H 2.9057 0.0342 1.0350
H 2.8301 -0.4345 -0.6650
H -2.1389 -0.2214 1.3259
H -1.9111 -1.7757 0.4897
H -1.8380 -0.4545 -1.7442

Computed properties:
molar mass = 98.1 g mol⁻¹
energy relative to the best compared isomer or geometry (same formula, charge and spin) = 230.9 kJ/mol
electronic energy = -344.51397 Ha
largest force on an atom = 0.54 eV Å⁻¹
SMILES = O=CCC#CCO

---

The following is a quantum chemistry calculation of the ion CH4N3 with charge +1, from the Open Molecules 2025 dataset.

Cartesian coordinates (Å):
C 0.0422 0.0017 -0.1157
N 0.9067 0.0142 0.8589
N 1.2828 0.1289 -0.5921
N -1.3347 -0.1445 -0.3447
H 1.3669 -0.7162 1.3951
H 1.5643 1.1162 -0.7701
H -1.8425 -0.3235 0.6198
H -1.9856 -0.0768 -1.0511

Computed properties:
molar mass = 58.1 g mol⁻¹
energy relative to the best compared isomer or geometry (same formula, charge and spin) = 319.0 kJ/mol
electronic energy = -204.38424 Ha
largest force on an atom = 8.76 eV Å⁻¹
SMILES = [NH2+]=C1NN1
net charge = +1

---

The following is a quantum chemistry calculation of a structure of composition C22H42BiNP3S2, from the Open Molecules 2025 dataset.

Cartesian coordinates (Å):
Bi -0.0794 0.5796 0.4854
P 1.7994 1.6892 1.3495
P -1.4202 0.8634 2.2950
P -1.0809 2.2716 -0.8030
H 0.6582 -4.9686 -7.6050
C 0.8654 -3.9852 -8.0193
C 2.1061 -3.5147 -8.1196
H 2.9656 -4.0936 -7.7915
C 3.1267 0.6362 2.0805
C 1.5739 2.8826 2.7472
C 2.8386 2.7558 0.2539
C -3.0605 0.0255 2.1712
C -0.9412 0.2645 3.9828
C -1.9543 2.5587 2.8184
C -0.6223 2.4964 -2.5770
C -1.0907 4.0702 -0.3462
C -2.8931 2.0096 -0.9458
H 0.0059 -3.4062 -8.3474
H 2.3133 -2.5313 -8.5338
H 3.2479 -0.2620 1.4693
H 2.8247 0.3159 3.0818
H 4.0760 1.1794 2.1482
H 1.0513 2.3966 3.5733
H 0.9764 3.7375 2.4202
H 2.5425 3.2498 3.1049
H 3.3663 2.1225 -0.4626
H 3.5733 3.3269 0.8330
H 2.1984 3.4490 -0.2998
H -3.6871 0.2157 3.0500
H -2.8899 -1.0492 2.0660
H -3.5785 0.3649 1.2713
H -1.6437 0.6443 4.7330
H 0.0628 0.6181 4.2309
H -0.9458 -0.8271 4.0209
H -2.5144 2.5153 3.7592
H -2.5813 3.0158 2.0540
H -1.0756 3.1928 2.9609
H -1.1982 3.3250 -3.0035
H -0.8423 1.5776 -3.1240
H 0.4416 2.7326 -2.6559
H -1.9180 4.5726 -0.8597
H -0.1544 4.5425 -0.6570
H -1.2154 4.2085 0.7305
H -3.3154 2.6262 -1.7473
H -3.3640 2.2656 0.0069
H -3.0851 0.9542 -1.1491
C 0.5187 -0.8319 -2.7505
C -0.8345 -1.2058 -2.8191
C -1.2693 -2.1582 -3.7406
C -0.3708 -2.7656 -4.6180
C 0.9780 -2.3996 -4.5603
C 1.4188 -1.4502 -3.6443
S 1.1788 0.3405 -1.6132
H -1.3619 -0.2565 -0.1078
H -1.5344 -0.7220 -2.1432
H -2.3236 -2.4250 -3.7709
H -0.7115 -3.5084 -5.3335
H 1.6950 -2.8603 -5.2359
H 2.4696 -1.1752 -3.6054
S 0.9063 -1.7622 1.2249
C 0.5936 -2.3166 2.7218
N -0.5777 -2.9635 2.9963
C -0.8239 -3.4868 4.2339
C 0.1325 -3.3836 5.2478
C 1.3456 -2.7531 4.9789
C 1.5835 -2.2260 3.7116
H -1.3073 -3.0623 2.2571
H -1.7619 -3.9874 4.4347
H -0.0557 -3.7987 6.2297
H 2.1061 -2.6811 5.7466
H 2.5403 -1.7729 3.5106

Computed properties:
molar mass = 686.6 g mol⁻¹
energy relative to the best compared isomer or geometry (same formula, charge and spin) = 546.1 kJ/mol
electronic energy = -2952.07272 Ha
largest force on an atom = 10.61 eV Å⁻¹
net charge = +3

---

The following is a quantum chemistry calculation of a cluster of 9 separate species, C73H93BrClIN3O4 in total, from the Open Molecules 2025 dataset.

Cartesian coordinates (Å):
C 7.6125 -2.8303 -1.3318
C 7.0943 -3.5742 -0.0904
C 6.2473 -4.8001 -0.4442
C 5.5602 -5.4267 0.7751
C 4.3120 -4.6362 1.1925
C 3.7538 -5.0468 2.5726
C 3.5443 -3.9040 3.5739
C 2.8912 -2.6549 2.9846
C 2.3479 -1.7182 4.0679
C 2.0241 -0.2978 3.5871
C 1.5039 -0.2202 2.1511
C 0.7240 1.0726 1.8318
C 1.2267 1.8424 0.5928
C 0.1265 2.1900 -0.4168
N 0.1929 1.2754 -1.5917
C -0.2640 0.0001 -1.3697
N 0.4486 -0.8881 -0.7614
C 0.1151 -2.3069 -0.5783
C 1.4099 -3.1113 -0.4477
C 2.4764 -2.6711 -1.4252
O 3.5527 -2.3031 -1.0926
O 2.0721 -2.7296 -2.7195
N -1.5098 -0.2941 -1.9370
Cl -2.7580 -0.0458 -0.7917
C -1.4628 0.5202 -3.1990
I -3.3315 1.3362 -3.8339
C -0.9394 -0.4105 -4.3041
C -1.6889 -1.7358 -4.4563
C -0.9424 -2.7231 -5.3624
O -0.3639 -3.8025 -4.6082
C -1.2059 -4.8420 -4.3516
C -1.2541 -5.2520 -2.9111
O -1.8048 -5.3841 -5.2152
C -0.5059 1.6983 -2.8071
Br 0.7001 2.2487 -4.1995
H 8.5942 -3.1998 -1.6337
H 6.9304 -2.9713 -2.1749
H 7.6857 -1.7567 -1.1496
H 7.9522 -3.9069 0.5028
H 6.5174 -2.8815 0.5304
H 6.9030 -5.5368 -0.9185
H 5.4802 -4.4963 -1.1677
H 5.2376 -6.4379 0.5093
H 6.2698 -5.4666 1.6084
H 3.5503 -4.8458 0.4313
H 4.5385 -3.5670 1.1585
H 4.4351 -5.7772 3.0192
H 2.7996 -5.5673 2.4373
H 4.4977 -3.6207 4.0335
H 2.8949 -4.2664 4.3791
H 3.5806 -2.1267 2.3175
H 2.0495 -2.9857 2.3560
H 3.1077 -1.6430 4.8533
H 1.4647 -2.1827 4.5181
H 1.2517 0.1178 4.2437
H 2.9094 0.3354 3.7042
H 2.3513 -0.3152 1.4587
H 0.8463 -1.0827 1.9776
H -0.3214 0.7865 1.6544
H 0.6928 1.7327 2.7006
H 1.9574 1.2218 0.0621
H 1.7632 2.7448 0.8865
H -0.8563 2.1235 0.0630
H 0.2300 3.2075 -0.7941
H 1.3211 -0.5531 -0.3556
H -0.5082 -2.4434 0.3076
H -0.4556 -2.6056 -1.4583
H 1.8299 -2.9998 0.5541
H 1.1627 -4.1603 -0.6309
H 2.3602 -1.9246 -3.1763
H -1.0744 0.1194 -5.2512
H 0.1459 -0.5436 -4.1996
H -2.6619 -1.5162 -4.9073
H -1.9016 -2.2111 -3.4960
H -0.1240 -2.2357 -5.8945
H -1.6134 -3.1626 -6.1021
H -0.2784 -5.6323 -2.5973
H -1.9969 -6.0385 -2.7895
H -1.5243 -4.4028 -2.2796
H -1.0854 2.5915 -2.5813
C 1.0234 5.4487 4.2936
C 0.3067 5.9238 5.3825
C -0.9723 5.4461 5.6333
C -1.5331 4.4874 4.8004
C -0.8143 4.0080 3.7143
C 0.4634 4.4903 3.4608
H 2.0205 5.8206 4.0948
H 0.7460 6.6684 6.0349
H -1.5346 5.8225 6.4783
H -2.5307 4.1163 4.9987
H -1.2539 3.2588 3.0657
H 1.0280 4.1215 2.6133
C -0.2969 0.0981 -8.2341
C 0.7707 -0.2178 -9.0638
C 0.7182 -1.3579 -9.8535
C -0.3996 -2.1803 -9.8179
C -1.4674 -1.8666 -8.9889
C -1.4133 -0.7280 -8.1957
H -0.2613 0.9894 -7.6179
H 1.6407 0.4251 -9.0981
H 1.5499 -1.6058 -10.5000
H -0.4389 -3.0667 -10.4374
H -2.3387 -2.5085 -8.9616
H -2.2487 -0.4827 -7.5483
C -5.1548 9.3851 4.1487
C -6.2737 8.6033 3.8962
C -6.1490 7.2240 3.8017
C -4.9064 6.6271 3.9636
C -3.7871 7.4085 4.2182
C -3.9113 8.7881 4.3081
H -5.2521 10.4607 4.2217
H -7.2439 9.0666 3.7712
H -7.0225 6.6169 3.5995
H -4.8098 5.5502 3.8918
H -2.8198 6.9413 4.3450
H -3.0384 9.3983 4.5032
C -0.0158 -7.0890 -8.1545
C 0.5232 -7.8050 -9.2155
C -0.1140 -8.9499 -9.6737
C -1.2921 -9.3758 -9.0744
C -1.8300 -8.6568 -8.0163
C -1.1920 -7.5145 -7.5516
H 0.4813 -6.1955 -7.7957
H 1.4396 -7.4713 -9.6859
H 0.3079 -9.5111 -10.4976
H -1.7893 -10.2681 -9.4324
H -2.7482 -8.9881 -7.5475
H -1.6047 -6.9626 -6.7179
C -3.1788 -11.1106 -3.1963
C -3.3368 -9.7775 -3.5506
C -2.3018 -9.0995 -4.1804
C -1.1109 -9.7560 -4.4619
C -0.9539 -11.0891 -4.1097
C -1.9870 -11.7655 -3.4748
H -3.9855 -11.6401 -2.7058
H -4.2687 -9.2685 -3.3379
H -2.4221 -8.0587 -4.4604
H -0.3086 -9.2273 -4.9614
H -0.0273 -11.6022 -4.3327
H -1.8643 -12.8050 -3.1994
C 4.4538 3.5377 7.2447
C 4.8421 2.3147 7.7750
C 4.0397 1.1945 7.6021
C 2.8462 1.3014 6.9016
C 2.4563 2.5230 6.3692
C 3.2634 3.6392 6.5376
H 5.0810 4.4096 7.3791
H 5.7723 2.2336 8.3223
H 4.3433 0.2417 8.0162
H 2.2133 0.4318 6.7690
H 1.5237 2.6110 5.8227
H 2.9518 4.5900 6.1257
C -9.3062 9.8411 0.5358
C -10.4279 9.0628 0.2829
C -10.3084 7.6836 0.1858
C -9.0673 7.0819 0.3462
C -7.9464 7.8598 0.6010
C -8.0653 9.2398 0.6939
H -9.4000 10.9169 0.6098
H -11.3957 9.5318 0.1618
H -11.1826 7.0777 -0.0146
H -8.9752 6.0053 0.2739
H -6.9783 7.3926 0.7316
H -7.1895 9.8451 0.8912
C 2.1243 10.6921 8.8087
C 0.9957 9.9231 8.5613
C 1.1092 8.5440 8.4544
C 2.3471 7.9321 8.5985
C 3.4749 8.7023 8.8473
C 3.3633 10.0820 8.9502
H 2.0385 11.7677 8.8924
H 0.0290 10.3979 8.4530
H 0.2285 7.9431 8.2617
H 2.4323 6.8547 8.5208
H 4.4406 8.2272 8.9642
H 4.2427 10.6828 9.1429

Computed properties:
molar mass = 1318.8 g mol⁻¹
electronic energy = -6634.28908 Ha
largest force on an atom = 1.42 eV Å⁻¹
net charge = +1

---

The following is a quantum chemistry calculation of a cluster of 3 separate species, C23H22BF3O4 in total, from the Open Molecules 2025 dataset.

Cartesian coordinates (Å):
C 5.9368 -0.3590 2.8630
C 4.7574 0.5893 3.2687
C 4.7554 1.9896 3.2120
C 3.5373 2.6221 3.9732
C 2.4469 2.1783 4.7168
B 2.4902 -0.9154 0.7863
O 2.2389 -1.4951 1.9939
C 0.8929 -1.1942 2.3471
C 0.1545 -0.3064 1.3764
C -1.0655 -0.0182 2.1442
C 1.0334 -1.3725 -0.3278
O 2.4489 -1.6728 -0.3208
C 0.9402 0.8174 0.6907
O 2.3800 0.5479 0.6907
O 3.7237 0.2263 3.8924
H 6.8956 0.1926 2.7718
H 5.9961 -1.1507 3.6314
H 5.7901 -0.8782 1.8973
H 5.5848 2.5721 2.7102
H 3.5287 3.6482 3.5832
H 0.3540 -2.1626 2.4905
H 0.8017 -0.7432 3.3346
H -2.0305 0.0116 1.6593
H -1.2340 -0.8799 2.7406
H -0.0461 1.6841 3.1256
H 0.5248 -2.3282 -0.4763
H 0.8631 -0.7275 -1.2076
H 0.9029 1.0716 -0.3832
H 0.7799 1.7766 1.1623
F -3.7295 4.2300 0.8627
C -3.5626 3.5100 2.0196
C -4.6766 3.3439 2.8128
C -4.5020 2.6690 3.9976
F -5.5859 2.5670 4.8347
C -3.2768 2.1459 4.3859
C -2.2231 2.0410 3.4179
C -0.9131 1.1727 3.4746
C -3.6752 -1.1698 1.2917
C -3.8779 -2.4932 1.5656
C -4.1242 -3.4536 0.4766
C -4.2943 -3.0237 -0.8118
C -4.3905 -1.6191 -0.9225
F -4.8042 -1.1820 -2.1334
C -4.0228 -0.6760 0.0818
C -2.3453 2.9998 2.4019
H -5.6247 3.7682 2.5707
H -3.1217 1.7519 5.3964
H -0.7424 0.6375 4.4151
H -3.7181 -2.8269 2.5782
H -4.2330 -4.5094 0.6940
H -4.2350 -3.6999 -1.6773
H -3.9114 0.3912 -0.1184
H -1.4673 3.2637 1.8017

Computed properties:
molar mass = 430.2 g mol⁻¹
energy relative to the best compared isomer or geometry (same formula, charge and spin) = 1035.1 kJ/mol
electronic energy = -1514.44730 Ha
largest force on an atom = 4.19 eV Å⁻¹

---

The following is a quantum chemistry calculation of a cluster of 2 separate species, C3H7F2NO in total, from the Open Molecules 2025 dataset.

Cartesian coordinates (Å):
C 1.6486 -0.2316 -0.5213
C 0.8183 1.1436 1.2071
C -1.3572 0.2033 0.0041
N -1.2386 -1.0093 -0.7060
O 1.4480 1.0662 0.0125
F -2.5321 0.1186 0.9476
F -1.7289 1.2493 -0.7368
H 0.7445 -0.4388 -1.0829
H 1.7930 -1.0465 0.2809
H 2.5108 -0.2488 -1.1661
H 0.5557 0.1340 1.6139
H 0.2925 2.1150 1.4112
H -2.0903 -1.3387 -1.1016
H -0.8644 -1.7163 -0.1626

Computed properties:
molar mass = 111.1 g mol⁻¹
energy relative to the best compared isomer or geometry (same formula, charge and spin) = 341.7 kJ/mol
electronic energy = -448.06636 Ha
largest force on an atom = 3.17 eV Å⁻¹

---

The following is a quantum chemistry calculation of a cluster of 7 separate species, C19H38Br4O15 in total, from the Open Molecules 2025 dataset.

Cartesian coordinates (Å):
Br -6.3404 23.0251 -20.2932
C -4.9020 23.9982 -21.2768
C -5.4402 25.2124 -22.0392
Br -4.0120 26.0524 -23.2254
H -4.4130 23.2900 -21.9458
H -4.0949 24.3594 -20.6394
H -5.7434 26.0393 -21.3970
H -6.1687 24.8776 -22.7776
Br -2.0705 20.0311 -32.4244
C -0.6046 20.5071 -31.2771
C 0.6866 20.5940 -32.1397
Br 2.3055 21.0367 -31.0156
H -0.6082 19.6782 -30.5694
H -0.7724 21.3718 -30.6350
H 0.6032 21.3201 -32.9484
H 0.7422 19.6104 -32.6061
C -4.8287 21.4566 -26.0702
O -3.4842 21.6268 -25.9308
C -2.6096 20.7013 -25.9086
O -2.8872 19.5301 -25.9382
O -1.2966 21.1625 -25.8166
C -0.9763 22.5761 -25.8562
H -5.2644 20.5687 -25.6122
H -5.1575 21.6752 -27.0862
H -5.2041 22.2955 -25.4841
H 0.0574 22.7759 -26.1382
H -1.1258 23.1028 -24.9137
H -1.5310 23.1101 -26.6277
C 3.4962 25.7811 -29.7476
O 2.4683 26.0450 -30.7020
C 2.8558 26.4618 -31.9376
O 3.9682 26.8049 -32.2748
O 1.7042 26.5394 -32.6244
C 1.7711 26.9749 -34.0311
H 3.0644 25.6289 -28.7584
H 4.2683 26.5438 -29.6464
H 4.0884 24.8660 -29.7436
H 1.6094 26.2285 -34.8088
H 2.4367 27.7304 -34.4485
H 0.9462 27.6816 -34.1222
C -4.3736 18.5260 -21.2774
O -5.5840 17.9028 -20.8899
C -5.6705 17.3738 -19.6450
O -4.7281 17.0501 -18.9017
O -6.9303 16.9393 -19.6145
C -7.6521 16.5311 -18.4807
H -3.5861 17.7784 -21.3724
H -3.9354 19.1356 -20.4872
H -4.5776 19.1073 -22.1766
H -6.8744 16.0917 -17.8559
H -8.4510 15.8868 -18.8475
H -8.0829 17.3572 -17.9150
C -10.2806 18.9778 -27.9875
O -10.7185 18.3491 -26.7450
C -10.4039 18.7546 -25.6023
O -9.7118 19.7956 -25.4054
O -10.8223 17.9115 -24.7748
C -10.9385 18.2471 -23.3637
H -10.7710 18.5084 -28.8402
H -9.1920 18.9228 -27.9797
H -10.6575 20.0002 -28.0122
H -10.0596 18.7940 -23.0224
H -11.1686 17.4744 -22.6302
H -11.8417 18.8196 -23.1527
C -7.0322 23.5249 -31.3881
O -5.7044 23.5551 -30.9454
C -4.6712 24.2093 -31.5260
O -3.5286 24.2732 -31.1745
O -5.0371 24.7863 -32.6823
C -4.0927 25.3249 -33.6695
H -7.2174 24.5987 -31.4177
H -7.6939 23.1921 -30.5884
H -6.9826 22.8963 -32.2772
H -3.0714 25.0205 -33.4407
H -4.0886 26.4148 -33.6623
H -4.3794 25.1121 -34.6994

Computed properties:
molar mass = 826.1 g mol⁻¹
electronic energy = -12171.26173 Ha
largest force on an atom = 7.75 eV Å⁻¹
SMILES = COC(=O)OC.COC(=O)OC.COC(=O)OC.COC(=O)OC.COC(=O)OC.BrCCBr.BrCCBr